[1]
{
  "formula": "C27H24F10N5O3OsS",
  "method": "the ωB97M-V functional and the def2-TZVPD basis",
  "symbols": ["Os", "C", "N", "C", "C", "N", "C", "C", "F", "C", "F", "C", "F", "C", "F", "C", "F", "C", "C", "N", "C", "C", "F", "C", "F", "C", "F", "C", "F", "C", "F", "H", "H", "H", "H", "H", "H", "H", "H", "H", "H", "H", "O", "N", "C", "C", "C", "C", "C", "S", "H", "H", "H", "H", "O", "C", "O", "C", "N", "C", "C", "C", "H", "H", "H", "H", "H", "H", "H", "H", "H"],
  "xyz": [[2.062075, 0.470198, -0.993429], [5.102996, 0.720384, -0.885285], [4.053678, -0.066395, -0.219373], [4.104541, 0.176461, 1.249476], [3.149878, 1.308544, 1.575165], [1.915027, 1.013979, 0.880510], [0.702956, 1.088630, 1.552431], [-0.275724, 2.028693, 1.230278], [-0.023855, 2.957041, 0.302618], [-1.524184, 2.028985, 1.826956], [-2.440946, 2.934589, 1.483829], [-1.818496, 1.089207, 2.797702], [-3.024244, 1.073959, 3.380070], [-0.866170, 0.154364, 3.163178], [-1.162008, -0.762373, 4.090880], [0.367262, 0.162046, 2.541699], [1.267329, -0.762408, 2.898259], [4.215955, -1.510861, -0.522653], [2.908529, -2.229272, -0.261652], [1.866119, -1.498244, -0.979863], [0.695302, -2.207155, -1.254033], [-0.101084, -2.761335, -0.252251], [0.242992, -2.587864, 1.033383], [-1.286330, -3.417121, -0.520124], [-2.034012, -3.895751, 0.482203], [-1.731078, -3.529627, -1.822970], [-2.887393, -4.142670, -2.088417], [-0.967117, -2.998790, -2.845938], [-1.374031, -3.127308, -4.109880], [0.228118, -2.364214, -2.559773], [0.958897, -1.918396, -3.584607], [6.096786, 0.390594, -0.562437], [4.969722, 1.772894, -0.643478], [5.009302, 0.603057, -1.962706], [5.134720, 0.387187, 1.552662], [3.768373, -0.722867, 1.761966], [3.563773, 2.270051, 1.239963], [2.993841, 1.375788, 2.655037], [5.043743, -1.926823, 0.063415], [4.458363, -1.592351, -1.582901], [2.701433, -2.269978, 0.814202], [2.983768, -3.262563, -0.614475], [2.613790, 2.422948, -1.476786], [1.683226, 3.182892, -2.074498], [1.992310, 4.489170, -2.238251], [1.130535, 5.336411, -2.869101], [-0.085435, 4.828736, -3.345868], [-0.381166, 3.505898, -3.160352], [0.518141, 2.651814, -2.498945], [0.179560, 0.995893, -2.181261], [2.952271, 4.768836, -1.833217], [1.398854, 6.375643, -2.984587], [-0.789179, 5.478354, -3.847922], [-1.315458, 3.076563, -3.493163], [-3.497267, 0.800760, -0.730805], [-3.138357, 0.079629, 0.160199], [-1.933661, -0.489833, 0.199471], [-4.023124, -0.272920, 1.360322], [-3.305594, -1.189157, 2.265015], [-4.014678, -2.487759, 2.289377], [-4.825151, -2.482708, 0.998628], [-5.276884, -1.026022, 0.901730], [-4.264729, 0.672091, 1.849220], [-3.211830, -0.799750, 3.192888], [-1.943421, -1.022687, 1.030462], [-4.685716, -2.550497, 3.152341], [-3.304434, -3.310713, 2.345541], [-5.650357, -3.192366, 1.020881], [-4.183926, -2.738838, 0.150512], [-6.094980, -0.839058, 1.600265], [-5.592145, -0.715616, -0.091737]],
  "forces_ev_per_a": [[0.3, -0.3, 0.3], [0.0, 0.0, 0.0], [-0.1, 0.0, 0.0], [0.0, 0.0, 0.0], [0.1, -0.1, 0.0], [-0.2, 0.2, -0.1], [-0.1, -0.1, -0.1], [0.0, 0.0, -0.1], [0.0, 0.0, 0.2], [0.0, 0.1, 0.1], [0.0, 0.0, 0.0], [0.5, 0.4, 0.0], [0.3, 0.9, 0.8], [0.1, 0.1, 0.0], [0.1, 0.1, 0.1], [0.0, 0.0, 0.1], [0.0, 0.0, 0.0], [0.0, 0.0, 0.0], [0.0, 0.0, 0.0], [0.3, 0.1, -0.1], [-0.2, 0.0, 0.1], [0.0, 0.1, -0.1], [0.0, 0.0, 0.0], [0.1, 0.0, -0.1], [0.1, -0.1, 0.0], [0.0, 0.0, 0.0], [0.0, 0.0, 0.0], [0.0, 0.0, 0.0], [0.0, 0.0, 0.0], [0.1, 0.0, 0.0], [0.0, 0.0, 0.0], [0.0, 0.0, 0.0], [0.0, 0.0, 0.0], [0.0, 0.0, 0.0], [0.0, 0.0, 0.0], [0.0, 0.0, 0.0], [0.0, 0.0, 0.0], [0.0, 0.0, 0.0], [0.0, 0.0, 0.0], [0.0, 0.0, 0.0], [0.0, 0.0, 0.0], [0.0, 0.0, 0.0], [0.1, -0.1, 0.0], [0.0, 0.0, 0.0], [0.0, 0.0, 0.0], [0.0, 0.0, 0.0], [0.0, 0.0, 0.0], [0.0, 0.0, 0.0], [0.0, -0.1, 0.0], [-0.3, 0.0, -0.1], [0.0, 0.0, 0.0], [0.0, 0.0, 0.0], [0.0, 0.0, 0.0], [0.0, 0.0, 0.0], [0.0, 0.0, 0.0], [-0.1, -0.1, 0.0], [0.1, -0.1, -0.4], [-0.2, 0.0, -0.1], [-0.4, -0.5, -0.1], [0.0, 0.0, 0.0], [0.0, 0.0, 0.0], [0.1, -0.1, 0.0], [-0.2, -0.2, -0.3], [-0.2, -0.4, -0.3], [-0.1, 0.0, 0.1], [0.0, 0.0, 0.0], [0.0, 0.0, 0.0], [0.0, 0.0, 0.0], [-0.1, 0.0, 0.0], [0.0, 0.0, 0.0], [0.0, 0.0, 0.0]],
  "lowdin_spin": [0.73, 0.00, 0.00, 0.00, 0.01, 0.08, 0.01, 0.01, 0.00, 0.00, 0.00, 0.00, 0.00, 0.00, 0.00, 0.00, 0.00, 0.00, 0.01, 0.07, 0.01, 0.00, 0.00, 0.00, 0.00, 0.00, 0.00, 0.00, 0.00, 0.00, 0.00, 0.00, 0.00, 0.00, 0.00, 0.00, 0.00, 0.00, 0.00, 0.00, 0.00, 0.00, 0.05, 0.00, 0.00, 0.00, 0.00, 0.00, 0.00, 0.03, 0.00, 0.00, 0.00, 0.00, 0.00, 0.00, 0.00, 0.00, 0.00, 0.00, 0.00, 0.00, 0.00, 0.00, 0.00, 0.00, 0.00, 0.00, 0.00, 0.00, 0.00],
  "homo_lumo_gap_ev": [6.7916, 7.6334],
  "spin_multiplicity": 2,
  "fmax_ha_per_bohr": 0.024
}

---

[2]
{
  "formula": "C27H24F4N2O2",
  "method": "the ωB97M-V functional and the def2-TZVPD basis",
  "symbols": ["F", "C", "C", "F", "C", "O", "C", "F", "C", "F", "C", "O", "C", "C", "C", "C", "C", "C", "N", "C", "N", "C", "C", "C", "C", "C", "C", "C", "C", "C", "C", "C", "C", "C", "C", "H", "H", "H", "H", "H", "H", "H", "H", "H", "H", "H", "H", "H", "H", "H", "H", "H", "H", "H", "H", "H", "H", "H", "H"],
  "xyz": [[0.993491, -1.161233, 1.915884], [-0.365151, -1.340218, 1.888959], [-0.994232, -1.796077, 3.011425], [-0.298675, -2.074988, 4.125021], [-2.434189, -1.988841, 3.053582], [-3.026535, -2.372262, 4.077097], [-3.123011, -1.706787, 1.805349], [-4.456697, -1.866387, 1.795278], [-2.460193, -1.282859, 0.686902], [-3.130019, -1.093657, -0.478030], [-1.059388, -1.067663, 0.685289], [-0.425661, -0.967679, -0.525548], [-5.599751, 2.875099, 0.287436], [-4.185939, 2.572922, -0.110282], [-3.223536, 2.307024, 0.876045], [-1.925608, 1.938810, 0.515272], [-0.804725, 1.695136, 1.457105], [-1.660066, 1.796079, -0.853958], [-0.407387, 1.240013, -1.208674], [0.149565, 0.232475, -0.307629], [1.539815, 0.216412, -0.689325], [2.509845, -0.791591, -0.381463], [2.457420, -2.054178, -1.001951], [1.418526, -2.436176, -2.003485], [3.445491, -2.983408, -0.681061], [4.535659, -2.649317, 0.123717], [5.614379, -3.658981, 0.379170], [4.600978, -1.365658, 0.667763], [3.595376, -0.428002, 0.434768], [3.698668, 0.932211, 1.048126], [1.809032, 1.355649, -1.417072], [0.650486, 1.979617, -1.705265], [-2.544994, 2.175782, -1.861299], [-2.124893, 2.153839, -3.292720], [-3.827939, 2.555136, -1.463158], [-6.173236, 3.213453, -0.581005], [-6.096353, 1.983450, 0.693944], [-5.637697, 3.651898, 1.060003], [-3.489960, 2.376174, 1.933392], [-0.037332, 0.878840, 0.891175], [-0.220155, 2.607250, 1.651077], [-1.155128, 1.287515, 2.411342], [1.740638, -3.360710, -2.494917], [0.454449, -2.651023, -1.534396], [1.272820, -1.674417, -2.777661], [3.378650, -3.987706, -1.104821], [6.478355, -3.185316, 0.853639], [5.260944, -4.463835, 1.036593], [5.942388, -4.125773, -0.557738], [5.452558, -1.083179, 1.290810], [4.481991, 0.907225, 1.813945], [3.984747, 1.701609, 0.318211], [2.768402, 1.245862, 1.539333], [2.808641, 1.587483, -1.751084], [0.488035, 2.866072, -2.299488], [-3.007707, 2.284139, -3.926464], [-1.427438, 2.970218, -3.528536], [-1.643384, 1.207777, -3.566177], [-4.564372, 2.822747, -2.224441]],
  "forces_ev_per_a": [[-0.6, 0.0, -0.2], [0.1, -0.6, -0.1], [-0.3, 0.2, -0.3], [0.0, 0.2, -0.2], [-0.4, -0.4, 0.6], [0.3, 0.3, -0.5], [0.3, 0.2, 0.1], [0.2, 0.1, -0.1], [0.2, -0.1, 0.0], [0.3, 0.0, 0.4], [-2.3, -1.8, 2.2], [0.9, 0.8, 1.2], [-0.3, 0.1, 0.1], [0.2, 0.0, -0.1], [0.2, -0.1, -0.2], [-0.2, 0.0, -0.6], [0.5, 0.2, 0.6], [-0.6, 0.4, -0.2], [1.6, -0.1, 1.6], [2.4, -0.9, -8.1], [-1.7, 0.6, 0.9], [0.8, -0.3, -0.1], [0.0, 0.3, 0.5], [-0.3, -0.6, -0.3], [0.2, 0.3, 0.1], [-0.3, 0.1, 0.0], [0.2, -0.2, 0.1], [-0.1, -0.1, -0.2], [-0.2, -0.4, -0.2], [0.2, 0.3, 0.4], [0.3, -0.2, 0.0], [-0.3, 0.1, 0.0], [-0.2, -0.2, 0.7], [-0.2, 0.0, -0.5], [0.2, 0.0, 0.3], [0.0, 0.0, 0.2], [0.1, 0.2, -0.1], [0.0, -0.1, -0.1], [0.1, 0.0, -0.3], [-1.4, 2.1, 2.6], [-0.1, -0.2, -0.1], [0.4, -0.3, -0.3], [0.0, 0.2, -0.1], [0.2, 0.1, -0.2], [0.0, 0.0, 0.2], [0.1, 0.3, 0.0], [-0.1, -0.1, -0.1], [0.0, 0.2, -0.1], [0.0, 0.1, 0.2], [-0.2, -0.1, -0.2], [-0.2, 0.1, -0.1], [-0.1, -0.1, 0.2], [0.1, -0.1, -0.2], [-0.1, 0.0, 0.2], [0.0, 0.0, 0.3], [0.2, 0.0, 0.0], [-0.2, -0.2, 0.0], [-0.1, 0.2, 0.1], [0.2, -0.1, 0.2]],
  "mulliken_charge": [-0.26, -0.15, 0.43, -0.36, 0.33, -0.73, 0.43, -0.36, -0.09, -0.39, 0.89, -0.34, -1.52, 0.80, -1.14, 1.25, -1.30, 0.23, 0.41, -0.85, 1.30, -0.48, 1.15, -1.44, -1.30, 0.66, -1.48, -1.17, 1.25, -1.51, -0.40, -0.96, 0.68, -1.66, -1.02, 0.37, 0.31, 0.35, 0.43, 0.64, 0.36, 0.36, 0.50, 0.22, 0.29, 0.42, 0.36, 0.31, 0.37, 0.34, 0.44, 0.34, 0.21, 0.67, 0.50, 0.43, 0.31, 0.31, 0.30],
  "homo_lumo_gap_ev": 4.7218,
  "fmax_ha_per_bohr": 0.165
}